This record from the Open Molecules 2025 dataset describes a 2-piece molecular cluster, C5H8O overall. The level of theory is the ωB97M-V functional and the def2-TZVPD basis.

Summary:
- LUMO (spin up / spin down) (eV) = 0.56 / 0.55
- ΔE to the lowest compared entry with this formula, charge and spin (kcal per mole) = 165.1
- E_HOMO (spin up / spin down) (hartree) = -0.2758 / -0.2757
- max |F| (eV Å⁻¹) = 0.7

Last column: Löwdin charge in e.
Element x y z (Å)
C (-1.341, 0.161, -0.642)  -0.15
C (-1.275, 1.442, -0.032)  -0.12
C (-0.640, 0.186, 0.767)  -0.25
C (0.644, -0.249, 0.702)  -0.28
C (1.989, -0.387, 0.221)  0.00
O (1.477, -0.951, 1.477)  0.06
H (-0.584, 0.059, -1.433)  0.06
H (-1.020, -1.761, -0.529)  0.05
H (-2.087, 1.752, 0.630)  0.10
H (-0.674, 2.272, -0.406)  0.10
H (-1.205, -0.129, 1.637)  0.14
H (-0.368, -2.079, -0.301)  0.07
H (2.286, -1.139, -0.508)  0.12
H (2.656, 0.460, 0.348)  0.12